Density functional theory data (ωB97M-V/def2-TZVPD) for a 2-piece molecular cluster, C8H26BN3O3P2 overall.

Values from the calculation:
- largest force on an atom (eV/Å) = 7.40
- HOMO energy (eV) = -8.0
- charge = 0
- HOMO-LUMO gap (eV) = 7.10

The geometry in XYZ format:
```
43
Properties=species:S:1:pos:R:3:forces:R:3:mulliken_charge:R:1
C -1.953 -2.790 -0.032 -0.426 0.159 -0.484 -0.866
N -1.153 -1.603 0.191 0.160 -0.275 0.865 0.153
C -1.561 -0.980 1.445 0.359 0.453 0.093 -1.070
P -0.615 -0.468 -0.986 2.501 -6.946 -0.507 0.918
O 0.749 -0.217 -0.321 -2.024 3.593 0.190 -0.827
N 0.082 -1.239 -2.372 0.159 -0.724 -1.010 0.164
C 0.685 -2.563 -2.240 -0.184 -0.109 0.362 -1.061
C 1.022 -0.364 -3.078 -0.301 0.314 0.027 -1.163
N -2.217 -0.498 -1.799 -0.571 3.257 0.365 -0.028
C -2.515 -1.247 -3.011 0.577 -0.275 -0.447 -0.879
C -2.737 0.873 -1.956 -0.304 0.061 0.316 -1.099
H -3.012 -2.559 -0.203 -0.084 -0.036 -0.049 0.315
H -1.895 -3.445 0.843 0.101 0.227 0.091 0.370
H -1.591 -3.390 -0.862 0.026 0.154 -0.150 0.169
H -2.564 -0.538 1.366 -0.115 -0.093 0.119 0.343
H -0.868 -0.183 1.730 0.023 -0.073 -0.145 0.208
H -1.559 -1.700 2.268 -0.046 -0.089 -0.164 0.371
H 1.336 -2.643 -1.363 0.064 -0.068 0.008 0.292
H 1.272 -2.814 -3.127 -0.003 0.284 -0.011 0.388
H -0.083 -3.335 -2.184 -0.032 -0.021 0.151 0.253
H 1.995 -0.306 -2.579 -0.062 0.084 0.026 0.317
H 0.617 0.652 -3.152 0.068 -0.005 0.058 0.363
H 1.171 -0.716 -4.103 -0.071 -0.122 0.066 0.369
H -2.006 -0.849 -3.894 -0.015 -0.077 -0.025 0.289
H -3.593 -1.211 -3.204 -0.012 0.283 0.340 0.389
H -2.269 -2.302 -2.911 0.213 0.104 0.074 0.250
H -2.177 1.431 -2.715 -0.156 0.083 -0.086 0.350
H -2.655 1.419 -1.010 0.066 -0.018 -0.008 0.356
H -3.795 0.870 -2.231 0.101 -0.089 -0.027 0.369
C 2.763 0.773 2.675 -0.583 -1.085 0.505 -0.737
C 1.887 1.543 3.752 0.768 -0.014 -0.429 -0.384
B 1.694 3.115 3.490 -0.790 -1.326 1.779 0.412
O 0.958 3.859 4.489 0.396 -0.867 -2.013 -0.513
P 2.318 4.133 1.976 0.914 2.081 -0.664 -0.073
O 3.996 3.844 1.716 -1.203 -0.716 0.110 -0.504
H 2.149 -0.105 2.324 0.727 0.905 0.015 0.153
H 3.056 1.377 1.786 -0.170 -0.439 0.790 0.229
H 3.661 0.307 3.170 -0.692 0.717 -0.637 0.282
H 0.856 1.077 3.770 0.893 0.557 0.214 0.171
H 2.355 1.374 4.766 -0.760 0.246 -0.797 0.306
H 0.025 3.689 4.275 0.093 0.193 0.570 0.297
H 1.680 3.551 0.822 0.573 -0.383 0.677 0.046
H 4.491 4.173 2.476 -0.177 0.098 -0.160 0.313
```
Positions in Å, forces in eV/Å.